[1]
A structure of composition C24H26As2N2O8RuSSe8, computed with ωB97M-V/def2-TZVPD.

```
72
Properties=species:S:1:pos:R:3:forces:R:3
Ru -1.007609 0.236976 -0.302586 0.254 0.189 0.577
Se -3.313950 0.380638 -1.227936 -0.070 -0.069 0.018
Se -4.587360 -0.177582 0.651481 0.017 0.037 0.023
Se -3.838558 1.523644 2.047034 -0.013 -0.020 -0.030
Se -1.534124 1.012428 2.069028 0.074 0.029 -0.272
Se 2.027031 0.545121 2.491766 -0.118 0.034 -0.087
Se 4.379516 0.394265 2.258296 0.021 -0.027 -0.107
Se 4.915208 -0.285992 0.211125 -0.052 0.064 0.177
Se 1.420243 -0.106632 0.352897 -0.016 -0.182 -0.193
C -3.715389 1.935887 -4.756819 -0.007 -0.031 0.001
O -3.139055 0.630448 -4.642915 -0.059 -0.012 0.109
C -1.864081 0.623442 -4.274347 0.018 -0.060 -0.179
O -1.198554 1.611496 -4.084977 0.086 0.066 0.040
C -1.329105 -0.754228 -4.050488 -0.032 -0.042 -0.031
C -1.287346 -1.708357 -4.980573 0.097 0.066 -0.022
As -0.665056 -3.559520 -4.715917 -0.041 0.071 -0.004
C -2.342637 -4.467091 -5.193363 0.014 -0.032 -0.018
C -0.961585 -3.697922 -2.787889 0.022 -0.039 -0.019
C -0.793554 -2.735406 -1.888527 0.046 0.077 0.059
As -0.418144 -0.884559 -2.302663 -0.066 -0.077 -0.078
C 1.402360 -1.036293 -2.991344 0.013 0.021 0.001
C -0.917901 -3.071867 -0.437505 -0.137 -0.005 -0.099
O -0.659971 -4.160904 0.001480 -0.009 -0.054 0.057
O -1.375125 -2.060346 0.326237 0.108 0.073 -0.049
C -1.594089 -2.451948 1.709007 -0.040 0.014 -0.027
C -1.376555 -5.080328 -2.382313 0.042 -0.056 0.029
O -2.473220 -5.385329 -2.002632 -0.022 0.007 -0.010
O -0.386415 -5.956093 -2.622728 -0.014 0.008 -0.049
C -0.674179 -7.310305 -2.259027 0.010 0.019 0.032
C -1.545770 -1.473164 -6.437771 -0.125 -0.002 0.058
O -1.577401 -2.370010 -7.247893 0.009 -0.084 -0.035
O -1.644429 -0.190464 -6.785500 0.072 0.075 0.065
C -1.857208 0.056278 -8.177972 -0.002 0.013 -0.002
H -4.759296 1.772623 -5.007188 -0.003 0.001 0.006
H -3.210683 2.501541 -5.539709 0.008 -0.015 0.010
H -3.627596 2.459007 -3.804976 -0.005 0.015 -0.001
H -2.474114 -4.391558 -6.267964 0.008 -0.002 0.016
H -3.185761 -4.023564 -4.667958 -0.002 0.003 0.000
H -2.251877 -5.514879 -4.908977 -0.004 0.001 0.012
H 1.480460 -1.841961 -3.719581 -0.013 -0.020 0.011
H 2.061614 -1.227301 -2.143669 0.023 0.001 -0.023
H 1.682806 -0.094848 -3.462509 -0.024 0.015 0.002
H -1.881765 -1.545869 2.225442 -0.016 0.019 -0.007
H -0.672361 -2.865354 2.109691 0.016 0.028 0.017
H -2.387671 -3.195599 1.727859 0.027 -0.022 0.007
H 0.110502 -7.912456 -2.707165 0.010 0.010 0.010
H -1.652646 -7.608798 -2.629639 -0.002 -0.006 -0.019
H -0.656035 -7.406978 -1.174339 -0.021 0.000 0.002
H -1.902446 1.136460 -8.277584 0.004 0.001 -0.002
H -2.790503 -0.399260 -8.504517 -0.003 -0.005 -0.001
H -1.036438 -0.352595 -8.764597 0.000 0.003 -0.004
S -0.252513 6.342542 -2.695617 0.059 -0.008 -0.034
C -0.372722 4.729499 -1.946510 -0.064 0.005 0.039
C -1.384236 4.434744 -1.048609 0.003 -0.007 -0.004
C -1.494490 3.146347 -0.553398 -0.058 -0.067 0.001
N -0.650610 2.165141 -0.903988 -0.151 -0.031 -0.107
C 0.352744 2.474989 -1.732934 0.152 -0.004 0.102
C 0.528557 3.730691 -2.274754 0.026 0.035 0.039
C -1.018115 5.936983 -4.253382 -0.006 0.010 0.007
C -0.305766 6.037228 -5.438766 -0.010 0.025 0.015
C -0.948481 5.718170 -6.627043 -0.026 0.004 0.005
N -2.215230 5.319869 -6.699677 0.002 0.009 -0.011
C -2.888158 5.234780 -5.552430 0.029 0.008 0.011
C -2.343669 5.529584 -4.313967 -0.015 -0.016 -0.027
H -2.103624 5.183484 -0.747633 0.007 0.004 0.009
H -2.293704 2.872835 0.118047 -0.030 -0.012 0.021
H 1.049454 1.682213 -1.952809 0.004 -0.057 -0.023
H 1.348094 3.912327 -2.955516 -0.007 0.002 -0.004
H 0.730939 6.345219 -5.435195 0.002 -0.011 -0.002
H -0.410965 5.781430 -7.567245 -0.002 -0.004 0.004
H -3.921873 4.913875 -5.625888 0.000 0.014 -0.005
H -2.937135 5.436375 -3.414142 0.000 -0.007 -0.007
```
Forces are in eV/Å.

E_HOMO (alpha / beta) ... -4.26 / -4.30 eV
Kohn-Sham gap (alpha / beta) ... 0.2140 / 0.1918 hartree
Lowest unoccupied orbital energy (alpha / beta) ... 0.0574 / 0.0339 hartree
Expectation value of S² ... 0.76
Charge ... -1
Multiplicity ... 2


[2]
A cluster of 5 separate species, C5H20NO6 in total at a distorted geometry, computed with ωB97M-V/def2-TZVPD.

```
32
Properties=species:S:1:pos:R:3:forces:R:3
C -1.072607 0.384875 2.138504 0.791 2.524 2.976
C -0.639655 -0.434525 0.965091 -0.953 -0.416 -1.110
C -0.880379 -1.974567 1.336756 1.009 3.087 0.077
C 0.301931 -2.358652 2.243171 -0.455 -0.647 -0.325
O -2.096280 -2.155926 2.036937 0.985 -1.405 1.852
N -1.470896 -0.150772 -0.228684 1.107 -2.615 1.300
C -0.584625 -0.147979 -1.458074 -2.117 2.626 2.926
O 0.237510 0.931434 -1.278220 0.753 -0.691 -1.086
H -0.531603 0.126307 3.173865 -1.379 0.129 -2.237
H -0.822482 1.475961 2.042958 0.423 -0.868 -0.458
H -2.160621 0.548144 2.317315 0.414 -1.108 -0.093
H 0.422997 -0.102428 0.659914 -1.337 -1.132 0.761
H -1.074442 -2.510207 0.422010 1.131 -0.409 -0.538
H 0.088121 -2.158211 3.285444 -0.281 0.359 0.149
H 0.310582 -3.420795 2.175751 0.741 -1.145 0.174
H 1.300483 -1.927858 2.015967 -0.867 -0.247 -0.336
H -2.818214 -1.628464 1.764149 -0.675 1.092 -1.038
H -2.220085 0.487022 -0.033065 0.284 0.709 -0.881
H -1.433203 -0.011115 -2.159677 1.004 -0.518 -1.133
H 0.043278 -1.038488 -1.460031 -0.763 -0.763 -0.453
H 3.702359 -0.203929 -1.854223 -0.452 0.498 -0.787
H 2.172514 -0.124537 -1.296159 1.010 0.353 -0.533
O 3.102453 -0.412861 -1.150730 -0.710 -0.695 1.471
H -0.737606 1.950779 -2.099507 0.164 1.634 -0.173
H 0.222348 3.049164 -2.225262 -1.121 0.254 -0.449
O -0.737507 2.918478 -2.418327 0.692 -0.625 0.300
H 0.717392 2.308063 -0.193651 0.250 -0.684 0.173
H 1.801234 1.809160 0.817974 -0.293 0.043 -0.477
O 1.439119 2.596043 0.392747 0.233 0.764 0.536
H 1.078221 1.037661 -2.616807 -0.013 0.277 0.755
H 0.843236 0.258601 -3.822400 0.055 -0.131 -0.532
O 1.496419 0.879614 -3.493748 0.372 -0.251 -0.812
```
Forces are in eV/Å.

E_HOMO ... -4.76 eV
Kohn-Sham gap ... 0.2943 hartree
Lowest unoccupied orbital energy ... 0.1195 hartree
Charge ... -1


[3]
A structure of composition C29H29N2O4RuS at a distorted geometry, computed with ωB97M-V/def2-TZVPD.

```
66
Properties=species:S:1:pos:R:3:forces:R:3
C 2.291466 0.117949 0.832096 2.020 0.899 -0.949
C 2.184908 -0.641256 -0.392915 1.958 0.644 -0.224
C 1.770073 0.259145 -1.429220 0.566 0.001 -0.069
H 2.491375 -1.678320 -0.509379 -0.064 0.366 -0.034
C 1.590239 1.549567 -0.860107 0.068 -0.239 0.283
C 1.859712 1.469476 0.537079 1.883 -0.068 -0.424
H 1.311839 2.454322 -1.394295 -0.044 -0.277 0.163
C -1.463643 -1.634927 1.260533 -0.355 -0.860 -0.765
C -0.220912 -2.217204 0.777418 -1.574 -2.079 -0.612
C -0.269902 -2.158063 -0.669297 -0.891 -0.855 -0.021
H 0.512146 -2.760247 1.364304 -0.192 0.112 -0.040
C -1.497405 -1.534433 -1.061743 0.815 -0.081 0.376
C -2.167000 -1.127205 0.133899 -0.043 -0.857 0.422
H 1.671111 -0.002711 -2.481021 -0.080 0.086 0.276
H 1.860254 2.293233 1.244601 -0.230 -0.262 -0.196
H 2.721934 -0.252673 1.760442 -0.405 0.175 -0.235
H -3.082486 -0.545763 0.163219 0.133 -0.210 0.139
H 0.473565 -2.577188 -1.345203 -0.307 0.106 0.264
H -1.812390 -1.659947 2.288818 0.230 0.324 -0.272
Ru 0.260932 -0.238413 0.464495 -2.380 1.029 -1.326
C -2.006535 -1.319022 -2.470218 0.118 0.487 -0.039
C -3.516903 -1.574788 -2.489880 -0.173 -0.141 -0.124
C -1.316369 -2.246064 -3.476612 -0.075 0.019 0.033
H -3.720723 -2.605746 -2.171571 0.017 0.229 0.028
H -3.897985 -1.427169 -3.503887 0.022 -0.067 0.306
H -4.040528 -0.886078 -1.818188 0.014 -0.141 -0.115
H -1.483204 -3.295998 -3.207580 0.073 0.172 -0.072
H -0.237566 -2.054958 -3.521961 -0.111 -0.062 -0.003
H -1.745269 -2.062355 -4.467948 0.117 -0.105 0.140
C -1.672419 0.150679 -2.840676 0.054 0.026 -0.018
C -2.190528 0.652157 -4.180515 -0.762 -0.395 -0.832
H -0.575494 0.262943 -2.822935 -0.360 -0.021 0.036
H -2.069981 0.835529 -2.070470 0.074 -0.177 -0.159
O -3.112661 0.128739 -4.819614 1.090 0.693 0.717
N -1.571645 1.767156 -4.672253 -0.113 0.454 0.244
C -0.420736 2.470020 -4.110806 -0.379 -0.132 0.036
H -2.015231 2.172082 -5.488130 0.121 -0.260 0.112
C 0.904751 1.885307 -4.559375 0.275 -0.119 -0.324
C 2.089022 2.534113 -4.192342 -0.019 -0.284 -0.037
H 2.018038 3.454863 -3.605613 0.165 -0.282 -0.138
C 3.326520 2.007169 -4.563746 -0.224 0.014 -0.058
H 4.241737 2.507368 -4.240438 -0.253 -0.181 -0.173
C 3.383136 0.848994 -5.348839 -0.155 -0.009 0.082
H 4.347442 0.448690 -5.657100 -0.197 0.075 0.096
C 2.204537 0.210844 -5.744671 -0.147 0.309 0.200
H 2.226643 -0.688095 -6.362955 0.103 0.275 0.170
C 0.964243 0.731569 -5.352214 0.212 0.139 0.116
H 0.036489 0.257353 -5.683713 0.372 0.103 0.155
H -0.480687 2.465216 -3.006756 0.018 0.046 -0.437
H -0.484723 3.523462 -4.425404 0.009 -0.327 0.127
O 1.121652 -1.088145 3.294797 -1.111 1.163 0.259
C 0.366394 -0.103825 3.360466 -0.063 0.197 -1.378
N -0.174753 0.538582 2.265112 -0.932 1.794 1.928
S -1.135536 1.935287 2.553153 1.882 -2.162 0.520
O -0.446412 3.111846 2.088633 -0.441 -0.293 -0.032
O -2.495512 1.696427 2.163741 0.182 0.176 -0.129
C -0.892050 1.699008 4.267068 -0.440 0.736 1.686
C -1.397308 2.506412 5.284153 0.247 -0.400 0.006
C -1.106754 2.143889 6.607513 0.080 -0.115 0.026
C -0.325880 1.006179 6.908674 -0.290 0.407 -0.291
C 0.185699 0.229014 5.874043 -0.293 0.343 -0.423
C -0.107990 0.594775 4.560930 0.037 0.045 1.019
H -1.991610 3.379794 5.015901 0.105 -0.185 0.326
H -1.496228 2.756236 7.423675 0.130 -0.206 -0.250
H -0.121638 0.733951 7.944905 -0.098 0.167 -0.281
H 0.793441 -0.654350 6.018323 0.011 0.041 0.189
```
Forces are in eV/Å.

E_HOMO (alpha / beta) ... -6.25 / -8.58 eV
Kohn-Sham gap (alpha / beta) ... 0.2330 / 0.2514 hartree
Lowest unoccupied orbital energy (alpha / beta) ... 0.0034 / -0.0639 hartree
Expectation value of S² ... 8.78
Multiplicity ... 6